[1]
Here is a 2-piece molecular cluster, C3H10N3 overall in a non-equilibrium geometry from the Open Molecules 2025 dataset. Energies are from the ωB97M-V functional and the def2-TZVPD basis.

Geometry as ORCA input:
```
! wB97M-V def2-TZVPD RIJCOSX def2/J DEFGRID3
* xyz 1 1
C -2.22 -0.67 1.41
N -1.56 -0.94 0.35
H -3.10 -1.25 1.65
H -1.92 0.14 2.06
H -0.55 -0.55 0.20
H -1.84 -1.79 -0.14
C 0.24 1.61 -0.35
N 0.84 0.33 0.06
C 1.63 -0.31 -0.92
N 2.58 -1.07 -0.59
H 0.93 2.45 -0.26
H -0.15 1.51 -1.35
H -0.60 1.82 0.32
H 1.39 0.34 0.92
H 1.39 -0.05 -1.95
H 2.94 -1.56 -1.41
*
```

Computed properties:
Molecular weight   88.1 Da
ΔE to the lowest compared entry with this formula, charge and spin   2.479 eV
E_tot   -284.28488 a.u.
HOMO   -13.92 eV
Strongest force on any atom   1.2 eV/Å

[2]
Here is C5H10O2 as an isolated structure from the Open Molecules 2025 dataset. Energies are from the ωB97M-V functional and the def2-TZVPD basis.

Geometry as ORCA input:
```
! wB97M-V def2-TZVPD RIJCOSX def2/J DEFGRID3
* xyz 0 1
C -0.89 2.31 -1.17
C -0.64 1.39 0.01
O 0.32 0.40 -0.39
C 0.74 -0.37 0.61
C -0.47 -2.21 0.47
C 2.05 -0.98 0.53
O 2.41 -2.08 0.92
H -1.28 1.74 -2.02
H -1.63 3.07 -0.90
H 0.02 2.82 -1.48
H -0.25 1.93 0.87
H -1.56 0.87 0.32
H -0.15 -1.19 1.08
H 0.36 -2.91 0.43
H -1.20 -2.50 1.22
H -0.93 -2.01 -0.49
H 2.79 -0.21 0.22
*
```

Computed properties:
Molecular weight   102.1 Da
ΔE to the lowest compared entry with this formula, charge and spin   5.077 eV
E_tot   -346.83887 a.u.
HOMO   -8.31 eV
Strongest force on any atom   0.5 eV/Å

[3]
Here is a 2-piece molecular cluster, C4H8O2 overall from the Open Molecules 2025 dataset. Energies are from the ωB97M-V functional and the def2-TZVPD basis.

Geometry as ORCA input:
```
! wB97M-V def2-TZVPD RIJCOSX def2/J DEFGRID3
* xyz 0 1
C -1.33 0.90 -1.58
C -0.06 1.06 -0.82
O -0.05 2.10 -0.03
C 0.91 -1.74 2.06
C 1.23 -1.08 0.95
O 1.00 -1.52 -0.31
H -2.13 1.64 -1.39
H -1.72 -0.11 -1.40
H -1.07 0.92 -2.64
H -0.89 2.61 -0.03
H 1.13 -1.29 3.01
H 0.40 -2.70 2.00
H 1.69 -0.09 0.99
H 0.90 -0.69 -0.83
*
```

Computed properties:
Molecular weight   88.1 Da
ΔE to the lowest compared entry with this formula, charge and spin   4.039 eV
E_tot   -307.56400 a.u.
HOMO   -8.46 eV
Strongest force on any atom   0.6 eV/Å

[4]
Here is C28H54P2Ru as an isolated structure in a non-equilibrium geometry from the Open Molecules 2025 dataset. Energies are from the ωB97M-V functional and the def2-TZVPD basis.

Geometry as ORCA input:
```
! wB97M-V def2-TZVPD RIJCOSX def2/J DEFGRID3
* xyz 1 6
Ru 2.03 -0.20 -1.18
C 0.97 1.62 0.91
C 1.70 1.72 -0.39
C -0.57 2.25 -0.68
C -0.36 1.96 0.71
C 0.64 2.20 -1.35
C 1.64 1.65 2.23
H 2.62 1.17 2.16
H 1.06 1.13 3.00
H 1.78 2.69 2.57
C -1.37 2.23 1.76
H -0.93 2.23 2.77
H -2.17 1.48 1.74
H -1.83 3.22 1.60
C -1.84 2.75 -1.26
H -1.68 3.72 -1.78
H -2.59 2.92 -0.48
H -2.26 2.05 -2.00
C 0.93 2.88 -2.62
H 1.27 3.91 -2.43
H 0.04 2.93 -3.25
H 1.73 2.38 -3.19
C 2.99 2.46 -0.36
H 2.80 3.48 -0.01
H 3.44 2.52 -1.35
H 3.70 2.00 0.32
C 2.63 -1.94 -0.35
C 3.44 -0.81 0.12
C 4.85 -0.58 -0.40
C 4.92 0.05 -1.81
C 3.56 0.16 -2.48
C 2.81 -1.03 -2.85
C 3.46 -2.39 -2.71
C 3.29 -2.95 -1.27
H 5.42 -1.52 -0.39
H 5.62 -0.53 -2.43
H 5.35 0.10 0.31
H 4.27 -3.22 -0.85
H 1.91 -2.40 0.34
H 3.31 -0.53 1.17
H 2.68 -3.86 -1.32
H 3.00 -3.07 -3.44
H 2.07 -0.94 -3.65
H 4.53 -2.32 -2.95
H 5.35 1.05 -1.72
H 3.48 0.99 -3.19
P 0.15 -1.58 2.12
C -0.98 -0.97 3.40
H -1.16 -1.77 4.13
H -1.93 -0.65 2.94
H -0.52 -0.10 3.91
C -0.59 -3.16 1.57
H -0.88 -3.76 2.44
H 0.15 -3.72 0.97
H -1.46 -2.96 0.94
C 1.54 -2.19 3.14
H 2.29 -2.67 2.50
H 1.17 -2.90 3.89
H 2.02 -1.33 3.65
P -0.42 -1.25 -2.16
C -0.42 -0.24 -3.69
H -0.58 -0.87 -4.57
H 0.53 0.31 -3.77
H -1.22 0.51 -3.60
C -0.11 -3.00 -2.58
H 0.95 -3.17 -2.83
H -0.74 -3.29 -3.43
H -0.37 -3.61 -1.70
C -2.21 -1.24 -1.82
H -2.77 -1.60 -2.70
H -2.53 -0.21 -1.59
H -2.43 -1.89 -0.96
C -4.77 -2.16 1.89
C -4.92 -0.88 1.05
C -5.97 0.09 1.62
C -3.65 -0.20 0.88
H -4.35 -1.94 2.88
H -4.11 -2.88 1.39
H -5.74 -2.64 2.02
H -5.24 -1.18 0.03
H -5.69 0.44 2.62
H -6.07 0.97 0.97
H -6.95 -0.40 1.68
H -3.67 0.78 0.40
H -2.73 -0.78 0.82
*
```

Computed properties:
Molecular weight   553.8 Da
E_tot   -1876.41632 a.u.
HOMO (spin up / spin down)   -9.52 / -10.54 eV
Strongest force on any atom   4.1 eV/Å
Expectation value of S²   8.787

[5]
Here is a 12-piece molecular cluster, C24H71Cl2N28O12S overall in a non-equilibrium geometry from the Open Molecules 2025 dataset. Energies are from the ωB97M-V functional and the def2-TZVPD basis.

Geometry as ORCA input:
```
! wB97M-V def2-TZVPD RIJCOSX def2/J DEFGRID3
* xyz 1 1
C -4.47 1.53 1.85
C -3.26 2.13 2.54
N -1.95 1.50 2.18
N -1.82 1.23 0.84
C -1.97 2.04 -0.12
Cl -2.36 3.68 0.09
C -1.78 1.53 -1.51
C -3.21 1.63 -2.13
C -0.64 2.22 -2.25
C -0.81 2.44 -3.75
N 0.56 2.78 -4.24
N -1.23 1.24 -4.44
N -1.73 3.53 -4.01
C -1.57 -0.01 -1.19
C -0.63 -0.85 -2.06
C -1.30 -1.67 -3.12
O -1.00 -1.72 -4.26
Cl -2.65 -2.72 -2.54
C -1.32 -0.12 0.34
S -2.13 -1.56 1.05
C 0.19 -0.17 0.73
N 0.52 -1.01 1.88
C 1.87 -0.63 2.35
H -5.34 1.79 2.45
H -4.64 1.99 0.88
H -4.43 0.44 1.78
H -3.35 2.01 3.61
H -3.18 3.20 2.35
H -1.92 0.60 2.66
H -3.42 2.65 -2.45
H -3.93 1.40 -1.34
H -3.31 0.93 -2.95
H -0.43 3.19 -1.80
H 0.28 1.64 -2.12
H 0.87 3.63 -3.78
H 0.41 3.06 -5.21
H -1.96 1.41 -5.11
H -0.44 0.78 -4.88
H -1.28 4.42 -3.87
H -2.15 3.47 -4.93
H -2.56 -0.43 -1.36
H 0.15 -0.28 -2.56
H -0.13 -1.56 -1.40
H -3.11 -1.82 0.17
H 0.78 -0.53 -0.11
H 0.51 0.87 0.89
H -0.11 -0.84 2.66
H 2.10 -1.18 3.26
H 2.59 -0.86 1.57
H 1.91 0.44 2.61
C 0.63 6.28 2.37
O 1.58 6.93 2.75
N -0.22 5.64 3.23
N 0.34 6.12 1.04
H -1.01 5.09 2.93
H -0.03 5.72 4.21
H 0.94 6.58 0.38
H -0.44 5.59 0.70
C -7.11 3.43 4.79
O -6.45 3.55 3.78
N -6.57 3.56 6.04
N -8.45 3.14 4.76
H -7.10 3.46 6.89
H -5.60 3.77 6.10
H -8.87 3.04 3.85
H -9.01 3.03 5.58
C -2.76 -1.30 5.47
O -3.66 -0.52 5.18
N -2.24 -1.35 6.73
N -2.20 -2.15 4.59
H -1.50 -1.99 6.99
H -2.63 -0.75 7.43
H -2.56 -2.17 3.64
H -1.44 -2.78 4.83
C 0.87 2.72 4.94
O 1.49 2.82 3.90
N 1.46 2.85 6.17
N -0.48 2.46 4.96
H 0.96 2.76 7.04
H 2.44 3.04 6.18
H -0.91 2.37 4.06
H -1.03 2.35 5.79
C 5.12 -1.99 -0.34
O 4.48 -1.04 0.09
N 6.36 -1.88 -0.87
N 4.64 -3.27 -0.32
H 6.86 -2.69 -1.21
H 6.78 -0.97 -0.90
H 3.73 -3.42 0.07
H 5.18 -4.05 -0.66
C 0.57 -4.95 4.68
O -0.06 -3.97 5.07
N 1.76 -4.83 4.04
N 0.12 -6.22 4.86
H 2.30 -5.61 3.71
H 2.11 -3.90 3.89
H -0.76 -6.33 5.33
H 0.62 -7.03 4.55
C 7.75 -5.60 -1.94
O 7.20 -4.56 -1.56
N 9.03 -5.58 -2.43
N 7.14 -6.80 -1.90
H 9.51 -6.40 -2.74
H 9.50 -4.70 -2.46
H 6.20 -6.86 -1.56
H 7.58 -7.65 -2.21
C 4.24 1.54 -5.90
O 3.82 2.07 -6.91
N 3.45 1.34 -4.80
N 5.54 1.12 -5.77
H 3.77 0.92 -3.95
H 2.49 1.65 -4.87
H 6.14 1.25 -6.56
H 5.90 0.69 -4.95
C 4.40 -8.66 -3.23
O 4.84 -8.41 -2.12
N 3.74 -9.82 -3.51
N 4.55 -7.80 -4.27
H 3.38 -10.05 -4.41
H 3.63 -10.48 -2.75
H 5.03 -6.94 -4.10
H 4.19 -7.98 -5.20
C 0.43 6.77 -5.32
O -0.44 6.29 -4.60
N 0.29 8.00 -5.88
N 1.58 6.11 -5.63
H 0.98 8.42 -6.48
H -0.55 8.51 -5.67
H 1.73 5.20 -5.25
H 2.29 6.50 -6.23
C -6.43 -2.22 -0.04
O -7.20 -2.53 0.84
N -6.56 -1.07 -0.77
N -5.34 -2.99 -0.38
H -5.94 -0.80 -1.51
H -7.34 -0.48 -0.55
H -5.21 -3.85 0.13
H -4.69 -2.74 -1.10
*
```

Computed properties:
Molecular weight   1047.0 Da
E_tot   -4711.96218 a.u.
HOMO   -11.12 eV
Strongest force on any atom   1.5 eV/Å